Record 1
The following is a DFT calculation (the ωB97M-V functional and the def2-TZVPD basis) of one molecule with the formula C6H8N2 at a distorted geometry.

Output
ΔE to the lowest compared entry with this formula, charge and spin   2.602 eV
SMILES   C#C/C(N)=N\C(=C)C
Gap between HOMO and LUMO   9.4255 eV
Largest force on an atom   0.051 hartree/bohr

The geometry in ORCA input format:
```
! wB97M-V def2-TZVPD RIJCOSX def2/J DEFGRID3
* xyz 0 1
C 0.223 0.330 2.372
C -0.435 0.035 1.402
C -1.339 -0.304 0.311
N -2.675 -0.309 0.542
N -0.777 -0.481 -0.841
C 0.622 -0.296 -0.812
C 1.443 -1.363 -0.775
C 1.102 1.085 -1.168
H 0.821 0.558 3.224
H -2.997 0.301 1.282
H -3.216 -0.257 -0.313
H 1.049 -2.373 -0.774
H 2.517 -1.264 -0.676
H 2.190 1.169 -1.088
H 0.809 1.340 -2.190
H 0.663 1.828 -0.495
*
```

Record 2
The following is a DFT calculation (the ωB97M-V functional and the def2-TZVPD basis) of one molecule with the formula C6H8N2 at a distorted geometry.

Output
ΔE to the lowest compared entry with this formula, charge and spin   1.477 eV
SMILES   [H]/N=C1\NC(=C)[C@@H]2C[C@H]12
Gap between HOMO and LUMO   9.3621 eV
Largest force on an atom   0.045 hartree/bohr

The geometry in ORCA input format:
```
! wB97M-V def2-TZVPD RIJCOSX def2/J DEFGRID3
* xyz 0 1
H -2.761 -1.784 0.194
N -2.738 -0.773 -0.051
C -1.514 -0.433 -0.118
N -0.310 -1.286 -0.059
C 0.894 -0.524 -0.179
C 2.147 -1.004 -0.021
C 0.555 0.879 -0.484
C -0.120 1.650 0.606
C -0.934 0.980 -0.427
H -0.365 -2.141 0.582
H 3.072 -0.369 -0.060
H 2.368 -2.052 0.245
H 1.213 1.390 -1.219
H 0.037 2.722 0.545
H -0.130 1.083 1.555
H -1.415 1.659 -1.109
*
```

Record 3
The following is a DFT calculation (the ωB97M-V functional and the def2-TZVPD basis) of one molecule with the formula C6H8N2 at a distorted geometry.

Output
ΔE to the lowest compared entry with this formula, charge and spin   2.305 eV
SMILES   C=C(C)C(=C)N=C=N
Gap between HOMO and LUMO   9.7028 eV
Largest force on an atom   0.093 hartree/bohr

The geometry in ORCA input format:
```
! wB97M-V def2-TZVPD RIJCOSX def2/J DEFGRID3
* xyz 0 1
C 1.047 -0.516 1.443
C 0.322 -0.510 0.311
C 0.807 -1.185 -0.943
C -0.964 0.192 0.238
C -2.095 -0.458 -0.078
N -1.008 1.514 0.616
C -0.300 2.198 -0.022
N 0.442 2.861 -0.639
H 0.695 -0.019 2.343
H 2.008 -1.017 1.502
H 1.706 -1.784 -0.759
H 0.052 -1.859 -1.360
H 1.058 -0.435 -1.701
H -3.047 0.062 -0.078
H -2.107 -1.515 -0.318
H 1.385 2.470 -0.555
*
```

Record 4
The following is a DFT calculation (the ωB97M-V functional and the def2-TZVPD basis) of one molecule with the formula C6H8N2O at a distorted geometry.

Output
ΔE to the lowest compared entry with this formula, charge and spin   4.678 eV
SMILES   C/N=N/C=C\CC=C=O
Gap between HOMO and LUMO   8.1117 eV
Largest force on an atom   0.109 hartree/bohr

The geometry in ORCA input format:
```
! wB97M-V def2-TZVPD RIJCOSX def2/J DEFGRID3
* xyz 0 1
C 1.529 2.056 0.234
N 0.561 1.028 -0.083
N -0.563 1.342 -0.581
C -1.408 0.348 -0.904
C -1.564 -0.915 -0.433
C -0.627 -1.640 0.540
C 0.692 -1.973 -0.082
C 1.667 -1.125 -0.424
O 2.685 -0.606 -0.558
H 1.390 2.552 1.147
H 2.629 1.741 0.216
H 1.317 2.874 -0.412
H -2.156 0.817 -1.704
H -2.318 -1.438 -0.780
H -0.368 -0.937 1.494
H -1.024 -2.486 0.981
H 0.617 -2.886 -0.502
*
```

| no. | M (g mol⁻¹) | electronic energy (Ha) |
| --- | --- | --- |
| 1 | 108.1 | -342.83830 |
| 2 | 108.1 | -342.87963 |
| 3 | 108.1 | -342.84921 |
| 4 | 124.1 | -418.01137 |